Formula: C26H30N2O4P2SeTi
Source: the OMol25 dataset
Level of theory: wB97M-V/def2-TZVPD

Properties
LUMO level (alpha / beta)	2.53 / 2.53	eV
HOMO (alpha / beta)	-3.700 / -4.010	eV
gap between HOMO and LUMO (alpha / beta)	0.2288 / 0.2402	Eh
energy	-145661.54202	eV
energy relative to the best compared isomer or geometry (same formula, charge and spin)	0.0	kcal per mole
spin multiplicity	2
charge	-1

Geometry as XYZ:
```
66
Properties=species:S:1:pos:R:3:forces:R:3:nbo_charge:R:1
Ti -2.176222 0.285204 0.144171 -0.2 -0.5 -0.2 0.827
O -1.658895 -1.248016 3.996665 0.1 -0.2 -0.2 -0.664
C -1.198515 -0.578735 3.076839 -0.2 0.4 0.5 0.785
O -1.869659 -0.122110 2.094316 0.1 0.1 -0.1 -0.768
C 0.266697 -0.157987 3.187065 0.1 -0.2 0.0 -0.110
C 0.781479 -0.131020 4.484392 0.0 0.0 0.0 -0.169
C 2.090464 0.234791 4.732535 0.0 0.0 0.0 -0.209
C 2.926282 0.562568 3.672917 0.0 0.0 0.0 -0.240
C 2.434037 0.525096 2.382087 0.0 0.0 0.0 -0.143
C 1.105925 0.173800 2.117552 0.0 0.0 0.0 -0.345
P 0.522412 0.142243 0.379573 0.1 0.1 0.0 0.942
C 1.300321 -1.353945 -0.327358 0.0 0.0 0.0 -0.351
C 0.791189 -1.796333 -1.550038 0.0 0.0 0.0 -0.150
C 1.308936 -2.932200 -2.153400 0.0 0.0 0.0 -0.236
C 2.323720 -3.650370 -1.533969 0.0 0.0 0.0 -0.216
C 2.824311 -3.222198 -0.312992 0.0 0.0 0.0 -0.208
C 2.318530 -2.076382 0.286342 0.0 0.0 0.0 -0.204
C 1.548768 1.473575 -0.352400 0.0 0.0 0.0 -0.335
C 2.405128 1.267878 -1.429106 0.0 0.0 0.0 -0.160
C 3.133143 2.325182 -1.961783 0.0 0.0 0.0 -0.238
C 3.018006 3.594105 -1.417656 0.0 0.0 0.0 -0.220
C 2.156350 3.807308 -0.348590 0.0 0.0 0.0 -0.211
C 1.416002 2.760212 0.173865 0.0 0.0 0.0 -0.199
H 0.115569 -0.410979 5.288889 0.0 0.0 0.0 0.241
H 2.462469 0.263608 5.749442 0.0 0.0 0.0 0.206
H 3.955973 0.847583 3.851137 0.0 0.0 0.0 0.205
H 3.086681 0.784303 1.557345 0.0 0.0 0.0 0.209
H -0.023092 -1.257849 -2.022750 0.0 0.0 0.0 0.246
H 0.904904 -3.265978 -3.101262 0.0 0.0 0.0 0.214
H 2.715829 -4.547457 -1.997142 0.0 0.0 0.0 0.208
H 3.607150 -3.785217 0.180157 0.0 0.0 0.0 0.208
H 2.704604 -1.761210 1.246875 0.0 0.0 0.0 0.225
H 2.511722 0.279353 -1.856967 0.0 0.0 0.0 0.212
H 3.794693 2.150381 -2.801518 0.0 0.0 0.0 0.206
H 3.591877 4.416287 -1.827470 0.0 0.0 0.0 0.205
H 2.047983 4.798937 0.073585 0.0 0.0 0.0 0.212
H 0.716603 2.945628 0.982547 0.0 0.0 0.0 0.254
C -1.604247 2.624578 -3.517685 0.0 0.0 0.0 -0.678
C -1.497831 2.096121 -2.122985 0.0 0.0 0.0 0.311
N -1.510289 0.829445 -1.860444 -0.1 0.0 0.1 -0.271
O -1.803648 -0.015961 -2.950409 0.1 0.1 0.0 -0.627
C -1.469706 2.989252 -0.989288 0.0 0.0 0.1 0.003
C -1.299836 4.470750 -1.071256 0.0 0.0 0.0 -0.648
N -1.703348 2.413261 0.182227 0.1 0.2 0.2 -0.055
O -1.631633 3.112896 1.240634 0.0 0.0 -0.2 -0.525
H -1.367237 1.852966 -4.241006 0.0 0.0 0.0 0.244
H -0.949823 3.484113 -3.657596 0.0 0.0 0.0 0.219
H -2.635724 2.948177 -3.682958 0.0 0.0 0.0 0.240
H -2.706933 -0.311800 -2.681017 0.0 0.0 0.1 0.511
H -1.500148 4.848434 -2.073397 0.0 0.0 0.0 0.202
H -0.293328 4.783366 -0.778197 0.0 0.0 0.0 0.213
H -1.989194 4.934838 -0.364141 0.0 0.0 0.0 0.241
Se -4.316147 0.053356 -0.830350 0.0 0.0 0.0 -0.812
C -0.987146 -3.510595 1.023644 0.0 0.0 0.0 -0.952
P -2.241000 -2.410186 0.246725 -0.1 0.1 -0.1 0.951
C -2.627332 -3.354759 -1.270688 0.0 0.0 0.0 -0.952
C -3.667330 -2.798820 1.315489 0.0 0.0 0.0 -0.953
H -1.413939 -4.501041 1.199547 0.0 0.0 0.0 0.214
H -0.682671 -3.091346 1.984369 0.0 0.0 0.0 0.243
H -0.109707 -3.610115 0.385401 0.0 0.0 0.0 0.228
H -2.832067 -4.404129 -1.043730 0.0 0.0 0.0 0.209
H -1.787291 -3.293899 -1.965756 0.0 0.0 0.0 0.226
H -3.499002 -2.895922 -1.736667 0.0 0.0 0.0 0.261
H -3.823279 -3.879363 1.373447 0.0 0.0 0.0 0.201
H -4.548433 -2.302182 0.911472 0.0 0.0 0.0 0.267
H -3.463134 -2.401512 2.310735 0.0 0.0 0.0 0.264
```
Forces are in eV/Å.